The following is a DFT calculation (the ωB97M-V functional and the def2-TZVPD basis) of C36H30CrF9NO6S4Sb as an isolated structure.

The relative energy (zero: lowest compared OMol25 entry of this formula, charge and spin) comes out at 17.79 kcal per mole. As for the spin multiplicity: 5. Its maximum force is 2.7 eV/A. Its LUMO energy (alpha / beta) is -0.093 / -0.077 Eh. Its total charge is +1. The HOMO-LUMO gap (alpha / beta) comes out at 8.56 / 9.25 eV. The energy comes out at -5672.04480 Eh. The HOMO energy (alpha / beta) comes out at -11.096 / -11.336 eV.

Last column: Mulliken spin population.
Element x y z (Å)
Cr1 -0.500 0.877 -0.690  3.902
O1 0.565 0.118 0.824  -0.142
S1 1.231 -0.463 2.042  -0.030
C1 1.163 0.859 3.346  0.006
C2 1.950 2.127 3.068  -0.001
C3 1.406 2.914 1.868  0.005
C4 0.100 3.647 2.160  -0.002
S2 -0.942 3.713 0.633  0.006
O2 -1.441 2.292 0.534  0.030
C5 -2.340 4.560 1.415  0.001
C6 -3.187 3.891 2.282  0.000
C7 -4.286 4.551 2.802  0.000
C8 -4.537 5.868 2.449  0.000
C9 -3.692 6.528 1.571  0.000
C10 -2.589 5.873 1.051  0.000
C11 2.998 -0.413 1.633  0.016
C12 3.940 -0.834 2.560  -0.002
C13 5.275 -0.882 2.192  0.000
C14 5.653 -0.532 0.904  0.000
C15 4.702 -0.124 -0.016  0.001
C16 3.368 -0.065 0.346  -0.012
H1 1.517 0.371 4.252  -0.001
H2 0.097 1.055 3.454  -0.001
H3 2.992 1.864 2.871  0.000
H4 1.931 2.756 3.963  0.000
H5 1.246 2.215 1.044  0.021
H6 2.164 3.626 1.538  0.001
H7 0.261 4.675 2.475  0.000
H8 -0.490 3.132 2.913  -0.001
H9 -2.995 2.858 2.530  0.001
H10 -4.946 4.035 3.481  0.000
H11 -5.396 6.376 2.858  0.000
H12 -3.893 7.548 1.286  0.000
H13 -1.922 6.375 0.366  0.000
H14 3.633 -1.131 3.551  0.000
H15 6.018 -1.204 2.903  0.000
H16 6.689 -0.585 0.613  0.000
H17 4.990 0.143 -1.020  0.000
H18 2.618 0.227 -0.373  0.016
F1 -0.185 -0.488 -4.107  0.001
C17 -1.269 0.202 -4.509  0.003
F2 -1.266 0.244 -5.824  0.001
F3 -2.328 -0.499 -4.090  0.002
S3 -1.205 1.886 -3.645  0.007
O3 -1.525 1.501 -2.278  -0.018
O4 -2.117 2.741 -4.293  -0.004
N1 0.312 2.273 -3.772  0.000
S4 1.149 2.078 -2.465  0.025
O5 1.333 0.695 -2.100  0.042
O6 0.773 2.931 -1.370  0.023
C18 2.850 2.698 -2.955  -0.004
F4 3.662 2.426 -1.931  0.000
F5 2.834 4.008 -3.141  0.000
F6 3.335 2.101 -4.030  0.000
F7 -3.046 -6.675 -4.457  0.000
C19 -2.644 -5.580 -3.798  0.000
C20 -3.324 -5.193 -2.654  0.000
C21 -2.899 -4.066 -1.977  0.000
C22 -1.792 -3.362 -2.417  0.010
C23 -1.141 -3.749 -3.578  0.000
C24 -1.567 -4.858 -4.282  0.000
Sb1 -1.054 -1.649 -1.331  0.102
C25 -1.957 -2.146 0.582  -0.046
C26 -2.512 -1.112 1.329  0.118
C27 -3.136 -1.367 2.540  0.018
C28 -3.193 -2.674 2.997  0.001
F8 -3.789 -2.926 4.173  0.000
C29 -2.645 -3.721 2.278  0.000
C30 -2.029 -3.450 1.069  -0.005
C31 0.873 -2.529 -0.904  -0.003
C32 1.850 -2.517 -1.893  -0.003
C33 3.133 -2.966 -1.629  0.002
C34 3.431 -3.412 -0.354  0.000
F9 4.682 -3.822 -0.075  0.000
C35 2.481 -3.435 0.650  0.002
C36 1.200 -2.992 0.365  0.011
H19 -4.171 -5.766 -2.313  0.000
H20 -3.427 -3.740 -1.093  0.001
H21 -0.288 -3.186 -3.931  0.000
H22 -1.082 -5.166 -5.195  0.000
H23 -2.461 -0.089 0.958  -0.095
H24 -3.594 -0.580 3.118  0.001
H25 -2.716 -4.728 2.659  0.000
H26 -1.601 -4.259 0.491  0.001
H27 1.618 -2.143 -2.881  -0.002
H28 3.899 -2.964 -2.388  0.000
H29 2.745 -3.796 1.631  0.000
H30 0.448 -3.022 1.141  -0.001